Record 1
The following is a DFT calculation (wB97M-V/def2-TZVPD) of a 7-piece molecular cluster, C21H42O9 overall.

```
72
Properties=species:S:1:pos:R:3:forces:R:3
C 3.03787 0.46088 0.37104 -0.966 0.927 0.335
O 3.20402 -0.29116 -0.82395 -0.906 1.357 -0.284
C 4.04922 -1.27491 -0.69676 -1.630 0.074 -2.814
O 4.63737 -1.50771 0.26759 2.901 -1.270 4.165
O 4.07673 -1.96785 -1.82225 -0.289 0.166 -0.790
C 4.91502 -3.11413 -1.78558 0.127 -0.030 0.093
H 2.17828 1.11806 0.22978 0.080 -0.153 -0.334
H 3.87989 1.11497 0.59525 0.284 -0.423 -0.018
H 2.76056 -0.18195 1.19980 0.359 -0.034 0.097
H 5.81725 -2.88799 -1.22656 0.122 -0.104 -0.013
H 5.14039 -3.32073 -2.81968 0.086 -0.279 -0.194
H 4.37415 -3.92216 -1.30556 0.040 -0.251 0.000
C -1.74353 -0.14455 0.74469 -0.764 0.225 -0.201
C -0.70906 0.83378 1.17222 -2.181 1.197 -2.642
C -0.81283 2.26554 0.71579 -0.618 -0.102 0.403
O 0.27400 0.46172 1.68307 3.449 -1.355 2.423
H -1.54711 -1.09641 1.21247 -0.105 -0.276 0.092
H -1.69875 -0.24115 -0.34672 0.026 0.021 0.052
H -2.74070 0.22103 0.99403 -0.043 -0.200 0.026
H -0.32836 2.85946 1.48487 0.063 0.315 -0.206
H -1.84921 2.56979 0.58619 -0.001 0.173 -0.027
H -0.30871 2.37805 -0.24460 0.087 0.049 0.041
C 1.39146 2.33824 6.66287 0.339 -1.526 1.057
C 0.83798 3.04672 5.49295 2.051 -1.623 -0.969
C 1.29060 2.61155 4.09725 -1.523 -0.224 0.642
O 0.14493 3.98091 5.66488 -2.142 2.447 0.036
H 0.98052 2.75214 7.58277 0.269 0.242 -0.075
H 2.48415 2.36963 6.63730 -0.032 0.211 0.150
H 1.16117 1.25906 6.70909 -0.048 0.300 -0.426
H 2.36122 2.47715 4.03304 0.177 0.018 -0.160
H 0.85879 3.33690 3.41304 0.479 0.135 -0.205
H 0.76950 1.66513 3.88365 0.468 0.038 -0.016
C -6.37627 -2.16126 1.62332 -0.750 0.382 -0.093
C -4.88643 -1.98949 1.64560 -0.291 -0.031 -1.033
C -4.08838 -2.65792 0.55177 -0.525 -1.303 -0.315
O -4.35472 -1.28240 2.44789 0.588 0.596 0.974
H -6.70850 -3.17681 1.84120 0.197 -0.083 -0.010
H -6.77901 -1.90229 0.63512 0.216 -0.169 0.028
H -6.83868 -1.47167 2.33168 0.148 -0.167 0.096
H -3.70586 -1.99083 -0.21462 0.054 0.390 0.223
H -4.72108 -3.38507 0.02100 0.168 0.134 0.126
H -3.26538 -3.22005 0.99323 0.134 0.189 -0.002
C 1.04989 0.02832 -2.95371 1.142 0.377 0.686
C 0.53794 -0.82017 -4.06354 2.648 -2.712 6.162
C 0.59930 -2.29125 -3.85434 1.087 -1.261 -0.160
O 0.00984 -0.38589 -4.96048 -3.976 3.670 -7.445
H 1.13280 1.07920 -3.22404 -0.232 0.002 -0.217
H 2.04932 -0.30776 -2.65389 -0.381 0.050 0.049
H 0.40257 -0.04116 -2.07507 0.011 -0.182 0.012
H 1.53153 -2.54930 -3.34207 -0.392 -0.174 0.455
H 0.63497 -2.85370 -4.79112 -0.238 0.363 -0.120
H -0.29606 -2.61565 -3.32867 0.118 -0.052 0.336
C -0.46250 4.31538 -4.30045 0.588 -0.635 -0.469
C -1.17646 4.63148 -3.03996 -1.038 0.584 -0.719
C -2.49180 5.37892 -3.12716 0.035 0.486 -0.942
O -0.75403 4.28077 -1.98323 0.665 -0.528 1.575
H -0.67062 5.00400 -5.10891 -0.047 0.086 -0.130
H -0.76244 3.30354 -4.60518 -0.112 0.168 -0.096
H 0.60988 4.24533 -4.11318 -0.050 0.129 0.011
H -2.50705 6.18177 -2.39655 -0.092 -0.115 0.265
H -3.34163 4.71450 -2.98927 0.035 -0.125 0.266
H -2.61858 5.83671 -4.11850 0.032 -0.120 0.240
C 1.42224 -2.85640 1.51311 -0.810 -0.219 1.563
C 1.39301 -3.79655 0.38526 -0.891 1.405 -0.685
C 0.23663 -3.71772 -0.54656 -0.863 -0.035 -0.162
O 2.27609 -4.55826 0.19114 2.071 -1.886 -0.377
H 2.38650 -2.38215 1.62827 0.187 0.128 -0.038
H 1.24851 -3.48859 2.40153 0.272 0.232 -0.046
H 0.59056 -2.16248 1.51289 0.145 0.426 -0.148
H 0.41926 -4.30691 -1.43581 0.019 -0.214 -0.059
H 0.02966 -2.68742 -0.84459 -0.033 0.008 0.171
H -0.64177 -4.11074 -0.01403 -0.001 0.158 -0.209
```
Positions in Å, forces in eV/Å.

## Properties
HOMO level in eV: -9.36
Frontier orbital gap in eV: 9.7597
DFT total energy in Eh: -1502.46692
SMILES: COC(=O)OC.CC(C)=O.CC(C)=O.CC(C)=O.CC(C)=O.CC(C)=O.CC(C)=O
Energy above the lowest of the compared OMol25 structures with the same formula, charge and spin in kcal/mol: 0.00

---

Record 2
The following is a DFT calculation (wB97M-V/def2-TZVPD) of a 5-piece molecular cluster, C21H43BO19S overall.

```
85
Properties=species:S:1:pos:R:3:forces:R:3
C 0.26202 2.45313 -2.06087 0.003 -0.010 0.001
O 1.48312 2.99348 -1.59958 0.031 0.014 0.061
C 2.52880 2.04731 -1.54177 -0.088 0.013 -0.017
C 2.52674 1.34528 -0.19356 0.286 0.045 -0.188
O 2.95884 2.26456 0.83644 -0.178 -0.018 0.137
S 4.52032 2.14802 1.07230 0.062 0.049 -0.025
O 5.22087 2.97264 0.14531 0.000 0.035 -0.052
O 4.77534 2.27326 2.45930 0.029 0.004 0.065
O 4.66727 0.64289 0.61792 0.017 0.028 -0.100
C 3.46232 0.13084 0.00884 -0.509 -0.370 0.156
C 3.78415 -0.75385 -1.18586 0.242 -0.076 -0.197
B 4.73009 -0.11313 -2.28717 0.139 -0.108 -0.065
O 6.04475 0.08801 -1.96235 -0.289 0.166 0.410
O 4.21100 0.16099 -3.52851 -0.342 0.288 0.294
H 0.03217 1.48913 -1.59238 -0.013 0.017 0.026
H -0.52397 3.15900 -1.80211 0.009 0.009 -0.021
H 0.28046 2.31338 -3.14711 0.018 -0.024 0.005
H 2.43740 1.31053 -2.34444 -0.001 0.015 -0.012
H 3.46294 2.59903 -1.66502 0.014 -0.064 -0.045
H 1.50715 1.06242 0.06404 0.015 0.035 0.051
H 2.98300 -0.49103 0.76894 0.104 0.025 0.062
H 4.29352 -1.63381 -0.78212 -0.027 -0.016 -0.018
H 2.84368 -1.10942 -1.61485 -0.020 0.040 0.033
H 6.48226 0.85150 -2.33926 0.215 -0.012 -0.299
H 4.70947 0.79417 -4.04823 0.258 -0.147 -0.249
C -1.99949 -3.11110 -2.54379 -0.036 -0.030 0.090
C -0.59286 -3.54532 -2.88112 -0.044 -0.052 -0.150
O 0.31606 -3.29416 -1.78809 -0.007 -0.047 0.044
C 0.28997 -4.20204 -0.81365 0.021 0.029 -0.032
O -0.38697 -5.19812 -0.78115 -0.006 0.017 0.010
O 1.15571 -3.82310 0.12620 0.036 0.054 0.030
C 1.22021 -4.68478 1.26902 0.021 -0.014 -0.003
H -2.02872 -2.06236 -2.24617 0.033 0.013 -0.053
H -2.64129 -3.24847 -3.41433 -0.007 -0.002 0.003
H -2.39694 -3.71523 -1.72913 -0.024 -0.009 -0.019
H -0.18547 -2.97502 -3.71333 0.037 0.044 0.052
H -0.55753 -4.60398 -3.13427 -0.014 -0.005 0.024
H 1.38856 -5.71484 0.96315 -0.008 0.000 -0.001
H 0.29675 -4.62075 1.84208 -0.010 -0.020 -0.016
H 2.05521 -4.32223 1.86020 -0.008 0.008 0.002
C 2.97142 5.20754 2.87192 -0.134 -0.034 0.028
C 2.76422 6.36291 1.91999 0.147 0.002 0.011
O 1.39666 6.44025 1.46149 0.001 0.055 -0.009
C 0.53509 6.96236 2.32381 -0.021 -0.120 0.031
O 0.78569 7.37378 3.42934 -0.026 0.006 -0.007
O -0.67927 6.94447 1.76532 0.018 0.040 -0.012
C -1.72274 7.41131 2.62134 -0.146 0.017 0.095
H 2.63522 4.27429 2.42105 0.030 0.006 -0.024
H 4.02915 5.10820 3.11550 0.005 -0.011 -0.018
H 2.41763 5.36591 3.79723 0.038 0.035 0.012
H 3.34184 6.23431 1.00716 -0.036 -0.035 -0.014
H 3.04032 7.31179 2.37905 -0.062 0.010 0.011
H -1.48869 8.39084 3.03251 0.052 -0.008 -0.012
H -1.87882 6.70737 3.43795 0.015 0.041 0.038
H -2.62074 7.46639 2.01348 0.057 -0.034 -0.082
C -6.26074 -6.51629 -6.36376 0.009 0.023 0.071
C -4.81635 -6.87712 -6.62754 -0.016 -0.026 -0.100
O -3.96553 -6.49109 -5.53058 0.004 -0.011 0.018
C -3.96246 -7.32816 -4.49243 -0.006 -0.029 0.017
O -4.57519 -8.36172 -4.41167 -0.004 0.022 0.005
O -3.15619 -6.82771 -3.55877 0.031 0.086 -0.017
C -3.07060 -7.59930 -2.35339 0.070 0.025 0.033
H -6.35269 -5.45451 -6.13343 -0.005 0.004 -0.032
H -6.86207 -6.73246 -7.24739 0.000 -0.001 -0.001
H -6.65578 -7.09233 -5.52839 0.001 -0.016 -0.013
H -4.42035 -6.32880 -7.47993 0.014 0.025 0.026
H -4.69890 -7.94421 -6.81134 -0.004 -0.004 0.040
H -2.82571 -8.63465 -2.57957 -0.011 -0.001 -0.004
H -4.01560 -7.55819 -1.81398 -0.012 -0.026 -0.019
H -2.28098 -7.13509 -1.76941 -0.010 0.012 0.001
C -0.11057 4.43482 5.93374 -0.033 -0.106 0.051
C -0.67229 4.03787 4.58773 0.138 0.230 -0.042
O -0.86009 2.61317 4.48111 -0.022 -0.023 0.014
C -1.96797 2.14304 5.04606 -0.023 0.016 -0.043
O -2.82359 2.79183 5.59215 0.023 -0.013 0.017
O -1.98558 0.81684 4.89174 0.004 0.006 0.005
C -3.12393 0.17121 5.47096 0.002 -0.021 -0.010
H 0.81022 3.88651 6.13569 0.025 0.037 -0.020
H 0.11154 5.50261 5.93270 0.009 0.001 -0.011
H -0.82372 4.22465 6.72999 -0.014 0.027 -0.008
H 0.03297 4.28271 3.79498 -0.026 -0.085 -0.043
H -1.61762 4.54042 4.38678 -0.036 -0.066 0.020
H -4.04622 0.62394 5.11336 0.001 0.003 0.002
H -3.08630 0.23957 6.55702 -0.012 0.019 -0.002
H -3.06161 -0.86611 5.15690 0.008 0.000 0.007
```
Positions in Å, forces in eV/Å.

## Properties
HOMO level in eV: -10.12
Frontier orbital gap in eV: 10.2718
DFT total energy in Eh: -2678.70384
SMILES: COC[C@@H]1OS(=O)(=O)O[C@@H]1CB(O)O.CCOC(=O)OC.CCOC(=O)OC.CCOC(=O)OC.CCOC(=O)OC
Energy above the lowest of the compared OMol25 structures with the same formula, charge and spin in kcal/mol: 0.00

---

Record 3
The following is a DFT calculation (wB97M-V/def2-TZVPD) of a 2-piece molecular cluster, C21H43Cl2NP overall.

```
68
Properties=species:S:1:pos:R:3:forces:R:3
C 7.24436 -1.66412 -0.73589 -0.397 0.484 0.121
C 6.68252 -0.16126 -0.31227 -0.091 -0.653 0.426
C 5.48273 -0.35117 0.83434 0.608 0.535 0.064
C 4.79939 1.10090 1.26241 2.958 -0.632 0.387
P 2.98703 1.29983 0.69334 0.330 0.931 -0.017
C 2.35137 1.78552 2.42843 -0.886 0.179 2.097
C 0.71015 1.50661 2.58530 1.412 0.002 1.070
C -0.21008 2.79443 2.15573 -0.008 -0.401 0.089
C -0.93215 2.62327 0.66012 -0.006 -0.449 0.646
C -2.48275 3.19333 0.66122 0.075 -1.262 0.393
C -3.14232 3.36756 -0.83057 -0.575 -0.414 0.333
C -2.71957 2.18192 -1.90424 -0.823 -0.178 0.073
C -3.33636 0.70342 -1.42340 0.834 0.316 0.671
C -2.78769 -0.53829 -2.34257 -0.246 -0.426 -0.475
C -3.38407 -2.02054 -1.91355 -0.273 0.267 -0.407
C -3.39219 -2.14351 -0.27948 1.372 0.341 -0.759
C -3.08978 -3.65922 0.29820 -1.013 0.838 0.410
N -2.36284 -3.44543 1.64136 -0.778 0.422 1.392
C -3.29504 -2.73737 2.62576 6.107 -0.847 3.278
C -2.34443 -2.54387 3.96522 0.546 -1.906 -4.380
C -0.85807 -3.21127 3.62092 -3.767 0.142 -3.516
C -0.94615 -3.77983 2.05170 -3.264 2.974 4.758
H 7.90113 -2.10060 0.15010 -1.365 0.849 -1.925
H 7.88235 -1.61959 -1.73315 -1.275 -0.213 2.095
H 6.29558 -2.35815 -0.88649 2.106 1.320 0.199
H 7.58946 0.44539 0.16435 -2.008 -1.133 -1.052
H 6.27465 0.42902 -1.26641 0.817 -1.344 2.177
H 5.98004 -0.84760 1.78125 -0.876 0.830 -1.848
H 4.66475 -1.10364 0.45193 1.460 1.513 0.518
H 5.44430 1.92676 0.70637 -1.308 -1.465 1.141
H 4.95751 1.25985 2.42457 -0.258 -0.283 -2.247
H 2.73236 -0.11581 0.91464 -0.265 -0.461 0.368
H 1.65936 1.53033 0.17813 -0.636 -0.230 -0.200
H 3.27278 2.70950 0.43647 0.118 0.521 -0.225
H 3.41393 0.98541 -0.66077 0.303 -0.255 -0.473
H 2.94086 1.17960 3.26841 -1.377 1.119 -1.569
H 2.60628 2.93043 2.60757 -0.646 -2.153 -0.243
H 0.56569 1.24691 3.74112 -0.097 0.648 -2.413
H 0.47656 0.52108 1.99866 0.235 1.900 0.860
H -1.02153 2.92685 3.01975 1.462 -0.135 -2.051
H 0.48927 3.73528 2.16082 -1.459 -1.706 -0.026
H -0.27542 3.11050 -0.18215 -1.266 -0.844 1.724
H -0.93422 1.44939 0.45398 -0.104 2.581 0.249
H -2.57337 4.15328 1.34375 0.189 -1.746 -1.668
H -3.12650 2.35566 1.21516 1.338 1.802 -1.022
H -4.32163 3.25195 -0.68613 2.423 0.548 -0.418
H -2.90165 4.44023 -1.23802 -0.443 -2.123 0.569
H -1.55172 2.15214 -2.03471 -2.332 -0.149 0.288
H -3.22490 2.41224 -2.94272 1.123 -0.231 1.914
H -4.51002 0.67278 -1.44658 2.147 0.345 -0.123
H -3.03649 0.62301 -0.27201 -0.563 -0.170 -2.553
H -3.11736 -0.32327 -3.46113 0.633 -0.601 2.726
H -1.61228 -0.65488 -2.35488 -2.314 0.607 0.236
H -2.72593 -2.86933 -2.43378 -1.260 1.856 1.289
H -4.46617 -2.14740 -2.39537 2.144 0.269 1.239
H -2.48902 -1.46808 0.11205 -1.958 -1.540 -0.822
H -4.36856 -1.65045 0.13909 1.820 -1.236 -0.674
H -2.50072 -4.35191 -0.43822 -1.047 1.501 1.499
H -4.15936 -4.11641 0.56732 2.554 0.539 -0.681
H -4.42010 -2.38343 2.45667 3.057 -1.136 0.042
H -2.70551 -2.00013 4.95942 1.063 -1.425 -2.476
H 0.09014 -3.24273 4.32074 -2.297 0.093 -1.746
H -0.11851 -4.29358 1.40349 -2.212 1.212 1.210
C -1.98714 -0.58567 -6.59971 0.090 0.257 -0.311
Cl -2.01683 0.58771 -5.27784 0.263 0.261 -0.685
Cl -2.26536 -2.22553 -6.00089 -0.015 -0.088 -0.078
H -2.77006 -0.33179 -7.31837 0.134 -0.105 0.284
H -1.01068 -0.54627 -7.08856 -0.217 -0.063 0.249
```
Positions in Å, forces in eV/Å.

## Properties
HOMO level in eV: -3.24
Frontier orbital gap in eV: 5.3783
Net charge: -1
DFT total energy in Eh: -2141.84867

---

Across the entries above, maximum force takes the values 9.204 0.648 6.983 eV/Å, respectively.